[1]
Molecular formula: C6H9NO3
Method: DFT, the ωB97M-V functional and the def2-TZVPD basis

The calculation puts the largest force on an atom at 4.42 eV Å⁻¹. For the relative energy (zero: lowest compared OMol25 entry of this formula, charge and spin), the calculation gives 7.662 eV. The value obtained for the electronic energy is -13992.946 eV. The calculation puts the HOMO energy (alpha / beta) at -7.715 / -7.717 eV.

The geometry in XYZ format:
```
19
Properties=species:S:1:pos:R:3:forces:R:3:mulliken_charge:R:1
O 1.945 -0.326 1.450 0.4 -1.4 1.5 -0.413
O 3.518 -2.358 -0.093 0.1 -0.8 -0.6 -0.500
O 0.395 -0.497 -1.885 -0.1 -1.0 -1.5 -0.538
N -0.976 0.400 -0.246 1.2 1.5 -0.3 0.081
C 3.179 -1.155 -0.669 -2.6 1.3 -0.4 -0.361
C 0.154 0.009 -0.857 1.2 2.8 3.2 0.543
C -2.230 0.209 -0.916 0.6 -2.5 1.8 -1.228
C 2.475 -0.257 0.283 -0.1 1.1 -1.3 0.893
C 1.855 0.948 0.480 -1.2 -0.5 -2.0 -0.724
C -1.064 1.286 0.932 -0.1 -2.3 1.1 -0.890
H -1.841 0.843 1.681 1.4 1.1 -1.4 0.308
H -2.543 -0.724 -0.476 -1.1 -0.5 -0.3 0.383
H -2.892 0.941 -0.656 -1.7 2.0 0.9 0.418
H 2.494 -0.970 -1.624 0.5 -1.6 1.6 0.135
H -1.114 2.323 0.737 -1.4 1.1 -1.0 0.367
H 2.740 -2.903 -0.012 -0.4 -0.4 0.1 0.338
H -2.255 0.143 -1.939 0.8 -0.3 -2.5 0.395
H -0.088 1.369 1.354 0.7 -1.0 0.8 0.402
H 4.019 -0.742 -1.123 1.9 1.1 0.0 0.389
```
Forces are in eV/Å.

---

[2]
Molecular formula: C6H9NOS
Method: DFT, the ωB97M-V functional and the def2-TZVPD basis

The calculation puts the largest force on an atom at 5.01 eV Å⁻¹. For the relative energy (zero: lowest compared OMol25 entry of this formula, charge and spin), the calculation gives 3.044 eV. The value obtained for the electronic energy is -20736.615 eV. The calculation puts the HOMO energy (alpha / beta) at -7.210 / -7.206 eV.

The geometry in XYZ format:
```
18
Properties=species:S:1:pos:R:3:forces:R:3:mulliken_charge:R:1
S -3.380 -0.341 0.441 -0.2 0.2 -0.6 -0.351
O -0.533 -0.567 -1.262 1.3 -0.9 -0.2 -0.334
N 0.401 0.590 0.490 0.8 -0.8 -0.6 -0.496
C -0.757 0.370 -0.195 -1.0 1.5 -0.9 1.009
C 0.664 -1.094 -1.012 -0.3 2.3 0.7 -0.276
C -1.278 1.753 -0.721 0.0 -2.5 0.6 -1.437
C -1.659 -0.525 0.800 -3.8 2.2 2.4 -0.686
C 2.610 -0.567 0.655 -1.9 0.2 -2.4 -1.199
C 1.249 -0.288 0.009 1.6 -0.9 0.9 0.636
H 2.377 -0.941 1.598 0.1 -1.4 1.5 0.297
H -1.520 -1.549 0.645 1.5 -1.4 -0.1 0.312
H 3.134 -1.155 -0.072 0.5 -1.1 0.3 0.337
H 3.223 0.259 0.814 0.6 1.9 0.1 0.359
H -1.686 -0.146 1.870 1.4 -0.6 -1.4 0.287
H -0.457 2.099 -1.293 0.8 0.8 -0.6 0.418
H -2.139 1.665 -1.366 -0.5 -0.2 0.3 0.383
H 1.154 -1.877 -1.582 -0.7 0.0 -0.1 0.401
H -1.404 2.313 0.182 -0.4 0.6 0.2 0.341
```
Forces are in eV/Å.

---

[3]
Molecular formula: C6H9NPdS
Method: DFT, the ωB97M-V functional and the def2-TZVPD basis

The calculation puts the largest force on an atom at 3.54 eV Å⁻¹. Its charge is +2. For the relative energy (zero: lowest compared OMol25 entry of this formula, charge and spin), the calculation gives 0.718 eV. The spin multiplicity is 5. The value obtained for the electronic energy is -22147.944 eV. The calculation puts the HOMO energy (alpha / beta) at -17.829 / -19.489 eV.

The geometry in XYZ format:
```
18
Properties=species:S:1:pos:R:3:forces:R:3:lowdin_spin:R:1
Pd 0.290 -1.364 -1.146 -0.4 1.1 0.2 1.326
S 2.202 -0.072 0.061 1.3 3.2 0.9 0.860
N -0.294 0.231 0.143 -1.6 0.5 -0.6 0.176
C 0.669 1.467 1.955 0.5 0.1 0.0 0.161
C -1.509 0.784 0.362 1.5 -1.2 -0.5 0.119
C 0.387 -2.013 -3.065 -0.3 -1.2 -3.2 0.613
C -0.584 2.010 2.238 0.1 -0.2 -0.2 -0.014
C -1.673 1.680 1.429 0.1 0.4 0.2 0.173
C 0.817 0.634 0.820 -0.7 -0.9 -0.6 0.150
H 1.410 -1.917 -3.460 -0.2 0.5 0.4 0.043
H 0.910 -2.006 0.222 0.5 -1.7 1.2 0.147
H -2.322 0.489 -0.320 0.4 0.2 0.5 0.005
H 1.544 1.610 2.574 0.0 0.4 0.1 0.007
H 0.170 -3.082 -2.869 -0.1 0.3 0.4 0.066
H 1.735 -1.629 0.168 -1.5 -1.4 0.0 0.113
H -2.661 2.092 1.592 0.1 0.1 0.1 0.007
H -0.378 -1.601 -3.780 0.6 0.0 1.0 0.051
H -0.713 2.686 3.076 0.1 -0.1 0.0 -0.003
```
Forces are in eV/Å.

---

[4]
Molecular formula: C6H9NS
Method: DFT, the ωB97M-V functional and the def2-TZVPD basis

The calculation puts the largest force on an atom at 0.83 eV Å⁻¹. For the relative energy (zero: lowest compared OMol25 entry of this formula, charge and spin), the calculation gives 0.951 eV. The value obtained for the electronic energy is -18692.260 eV. The calculation puts the HOMO energy at -8.617 eV.

The geometry in XYZ format:
```
17
Properties=species:S:1:pos:R:3:forces:R:3:mulliken_charge:R:1
S -0.004 -1.058 2.392 0.0 0.1 -0.3 -0.285
N -0.292 0.844 -0.982 0.1 0.7 -0.3 -0.487
C 0.126 -0.491 0.880 0.0 0.1 0.1 -0.091
C -1.142 1.730 1.169 0.0 -0.3 0.2 -1.432
C 0.522 -0.258 -1.488 0.1 0.1 0.3 -0.526
C -0.037 0.961 0.459 0.3 0.3 0.0 0.547
C 0.639 -2.560 -0.396 0.1 0.7 -0.5 -1.073
C 0.454 -1.242 -0.353 0.1 -0.4 0.4 0.607
H 0.565 -3.159 0.481 -0.1 -0.3 0.6 0.306
H 0.952 1.454 0.674 -0.5 -0.3 -0.1 0.180
H -0.957 1.759 2.249 0.0 0.0 -0.2 0.375
H -1.218 2.754 0.799 0.1 0.0 0.0 0.345
H -0.099 1.722 -1.481 -0.2 -0.5 0.4 0.264
H 0.125 -0.668 -2.409 -0.1 0.0 -0.2 0.376
H 1.563 0.046 -1.662 0.1 -0.1 0.0 0.237
H -2.092 1.217 0.985 0.1 0.1 0.1 0.362
H 0.895 -3.052 -1.318 0.0 -0.1 -0.2 0.297
```
Forces are in eV/Å.

---

[5]
Molecular formula: C6H9NS
Method: DFT, the ωB97M-V functional and the def2-TZVPD basis

The calculation puts the largest force on an atom at 0.68 eV Å⁻¹. For the relative energy (zero: lowest compared OMol25 entry of this formula, charge and spin), the calculation gives 2.784 eV. The value obtained for the electronic energy is -18690.426 eV. The calculation puts the HOMO energy at -8.658 eV.

The geometry in XYZ format:
```
17
Properties=species:S:1:pos:R:3:forces:R:3:mulliken_charge:R:1
S -0.200 2.967 -3.065 0.0 0.0 0.1 -0.329
N -2.776 0.163 -0.894 -0.5 -0.3 -0.4 -0.537
C 0.789 -1.945 -0.104 0.1 0.2 0.1 -1.236
C -0.060 3.019 -0.220 0.1 0.1 0.7 -0.432
C -1.838 0.079 -0.129 -0.3 0.0 0.0 0.610
C -0.107 3.000 -1.511 -0.1 0.0 -0.6 0.262
C 0.554 -0.453 0.121 0.0 -0.1 -0.1 -0.083
C -0.834 -0.192 0.650 0.5 -0.1 0.3 -0.860
H 0.649 -2.495 0.826 0.0 -0.1 0.0 0.323
H 0.090 -2.332 -0.841 -0.1 -0.1 0.0 0.315
H -0.582 2.278 0.370 -0.1 -0.1 -0.1 0.240
H 1.283 -0.073 0.840 0.0 0.1 -0.1 0.293
H -3.135 1.051 -1.220 0.2 0.3 0.2 0.290
H 0.520 3.748 0.322 0.1 0.2 -0.1 0.255
H -1.003 -0.315 1.708 -0.2 0.0 0.1 0.323
H 0.693 0.083 -0.821 0.1 0.0 0.1 0.196
H 1.802 -2.118 -0.461 0.1 -0.1 0.0 0.369
```
Forces are in eV/Å.

---

[6]
Molecular formula: C6H9NS2
Method: DFT, the ωB97M-V functional and the def2-TZVPD basis

The calculation puts the largest force on an atom at 3.51 eV Å⁻¹. For the relative energy (zero: lowest compared OMol25 entry of this formula, charge and spin), the calculation gives 5.160 eV. The value obtained for the electronic energy is -29523.550 eV. The calculation puts the HOMO energy at -8.337 eV.

The geometry in XYZ format:
```
18
Properties=species:S:1:pos:R:3:forces:R:3:mulliken_charge:R:1
S 3.810 -1.024 0.186 1.0 -0.4 0.3 -0.250
S 1.000 2.922 0.208 0.3 -1.0 0.0 -0.165
N 2.443 -0.219 0.231 2.2 -1.6 -0.3 0.082
C -1.145 -3.857 -0.078 -2.4 -2.1 1.1 0.078
C -0.546 -2.851 -0.253 0.7 1.5 -0.4 -0.641
C 0.334 1.141 0.022 -1.8 2.0 1.9 1.046
C -0.527 0.956 1.274 -0.2 -0.9 3.4 -1.305
C 1.432 0.262 0.074 -1.5 1.0 0.0 -0.203
C -0.537 0.880 -1.163 -0.9 1.6 -0.9 -1.597
H -1.149 1.840 1.699 1.7 -1.1 -0.9 0.311
H 0.376 3.302 -0.872 -0.3 0.5 -0.9 0.162
H -1.170 0.009 -1.031 0.3 -0.3 0.0 0.420
H -1.291 0.215 1.118 -0.4 -0.6 -0.5 0.356
H -0.112 -1.890 -0.420 0.3 -0.4 0.0 0.160
H -1.895 -4.619 0.245 1.5 0.9 -0.7 0.358
H -1.245 1.727 -1.358 0.6 -0.6 0.3 0.411
H 0.097 0.407 2.113 -1.1 1.7 -1.2 0.340
H 0.121 0.799 -1.994 0.1 -0.3 -1.2 0.438
```
Forces are in eV/Å.

---

[7]
Molecular formula: C6H9NSi
Method: DFT, the ωB97M-V functional and the def2-TZVPD basis

The calculation puts the largest force on an atom at 5.73 eV Å⁻¹. For the relative energy (zero: lowest compared OMol25 entry of this formula, charge and spin), the calculation gives 2.322 eV. The value obtained for the electronic energy is -15731.573 eV. The calculation puts the HOMO energy at -8.901 eV.

The geometry in XYZ format:
```
17
Properties=species:S:1:pos:R:3:forces:R:3:mulliken_charge:R:1
Si 1.426 -2.444 -0.627 -0.2 0.8 -2.5 0.291
N -0.550 -0.634 -1.247 2.4 -0.8 2.3 -0.476
C -0.990 1.585 -0.215 0.8 -5.5 1.5 -0.437
C 0.763 -0.763 -0.169 -3.8 -0.3 -2.8 0.084
C 0.165 1.436 0.756 -1.7 0.1 -0.3 -0.016
C -1.328 1.165 1.178 1.4 0.2 2.0 -0.680
C -1.237 0.398 -1.096 -1.9 1.5 -2.0 -0.108
C 1.004 0.234 0.652 -0.2 0.0 -0.7 -0.601
H -1.242 2.490 -0.528 -1.2 3.6 -1.4 0.516
H -1.590 1.956 1.912 -0.5 -0.9 -0.6 0.299
H -1.517 0.065 1.446 0.0 2.0 -0.6 0.255
H 0.489 2.438 1.020 0.7 -0.5 0.4 0.463
H 1.862 -3.260 0.441 0.2 -0.8 1.1 -0.133
H 1.825 0.034 1.273 1.1 0.4 1.2 0.447
H -2.236 0.484 -1.742 2.1 -0.2 1.1 0.252
H 2.616 -1.959 -1.377 0.2 -0.5 -0.1 -0.101
H 0.541 -3.222 -1.676 0.7 0.8 1.3 -0.053
```
Forces are in eV/Å.

---

[8]
Molecular formula: C6H9O3P
Method: DFT, the ωB97M-V functional and the def2-TZVPD basis

The calculation puts the largest force on an atom at 4.48 eV Å⁻¹. For the relative energy (zero: lowest compared OMol25 entry of this formula, charge and spin), the calculation gives 6.359 eV. The value obtained for the electronic energy is -21793.466 eV. The calculation puts the HOMO energy at -8.141 eV.

The geometry in XYZ format:
```
19
Properties=species:S:1:pos:R:3:forces:R:3:mulliken_charge:R:1
P -1.117 1.747 -0.589 0.0 -1.5 0.0 -0.094
O -0.883 -0.841 0.416 1.0 0.5 -0.9 -0.314
O -2.703 1.431 -0.193 0.2 -0.1 0.1 -0.337
O 3.866 0.093 1.048 0.5 -0.6 -0.7 -0.539
C -3.149 0.144 0.220 1.3 -0.6 -0.8 -0.417
C 2.410 1.248 -0.714 1.7 -2.1 -0.7 -0.646
C 2.636 0.614 0.633 0.3 1.5 3.3 0.309
C -0.434 0.221 -0.304 4.0 -0.2 1.7 0.315
C -2.143 -0.748 0.997 -1.0 2.9 -0.3 -0.489
C 1.699 0.014 -0.302 -3.6 -2.0 -1.9 -0.427
H -2.216 -0.399 2.040 1.1 0.0 -0.1 0.284
H 1.887 2.102 -0.561 -1.6 2.5 0.0 0.267
H -3.910 0.321 0.917 -1.5 0.2 0.8 0.345
H 2.333 1.186 1.579 -0.5 -0.5 -1.9 0.270
H -2.515 -1.702 0.951 -1.1 -2.4 0.2 0.359
H 3.100 1.275 -1.567 -0.1 -0.2 0.7 0.245
H 1.963 -1.036 -0.738 -0.7 2.2 0.6 0.293
H 3.894 -0.864 1.094 -0.3 -0.2 -0.1 0.293
H -3.547 -0.420 -0.631 0.1 0.3 -0.1 0.284
```
Forces are in eV/Å.

---

[9]
Molecular formula: C6H9O6S2
Method: DFT, the ωB97M-V functional and the def2-TZVPD basis

The calculation puts the largest force on an atom at 6.41 eV Å⁻¹. Its charge is -1. The spin multiplicity is 3. The value obtained for the electronic energy is -40316.915 eV. The calculation puts the HOMO energy (alpha / beta) at -0.964 / -5.781 eV.

The geometry in XYZ format:
```
23
Properties=species:S:1:pos:R:3:forces:R:3:lowdin_spin:R:1
S 1.283 2.560 -0.678 -0.1 0.0 2.4 0.146
S -2.145 -0.159 -0.084 -1.6 -6.1 1.3 0.027
O 2.330 2.564 -1.664 0.1 -0.4 -1.1 0.061
O -1.082 -0.685 -1.137 -1.5 1.9 1.0 0.054
O -1.630 0.434 1.109 1.0 0.4 0.1 0.038
O 1.167 3.727 0.162 -0.3 1.6 0.2 0.079
O -0.756 1.066 -2.753 0.4 -0.4 1.3 0.437
O -3.338 0.387 -0.596 -0.9 1.7 -1.7 0.003
C 2.294 -0.039 0.278 -4.2 1.5 1.0 0.024
C 1.604 -1.258 0.903 -0.1 -1.0 -2.6 0.003
C 0.202 1.226 -0.576 1.2 2.5 -0.2 0.567
C 1.282 1.157 0.421 1.6 -1.5 -2.8 0.112
C -0.419 0.615 -1.619 -0.4 -1.9 -3.8 0.387
C -2.741 -1.929 0.380 -0.9 1.6 -2.2 0.017
H 0.859 1.528 1.282 -0.2 0.3 2.7 0.030
H -3.818 -1.886 0.580 0.3 0.3 0.1 0.002
H -2.614 -2.612 -0.473 0.2 0.5 0.2 0.001
H -2.230 -2.268 1.205 1.3 -0.8 1.9 0.002
H 3.043 0.312 0.903 2.3 0.1 0.6 0.004
H 0.570 -1.480 0.535 0.9 0.6 0.0 0.001
H 2.185 -2.155 0.666 0.0 -0.1 0.4 0.000
H 2.440 0.013 -0.776 0.9 -0.8 -0.7 0.005
H 1.514 -1.117 1.931 0.1 0.1 1.9 0.000
```
Forces are in eV/Å.

---

[10]
Molecular formula: C6H9O8P
Method: DFT, the ωB97M-V functional and the def2-TZVPD basis

The calculation puts the largest force on an atom at 4.72 eV Å⁻¹. The spin multiplicity is 3. The value obtained for the electronic energy is -32030.051 eV. The calculation puts the HOMO energy (alpha / beta) at -6.871 / -8.665 eV.

The geometry in XYZ format:
```
24
Properties=species:S:1:pos:R:3:forces:R:3:lowdin_spin:R:1
P -0.533 -1.420 -1.373 3.8 2.6 1.0 0.370
O -1.114 -2.359 -0.410 -1.0 -1.6 0.7 0.331
O -0.713 1.424 -1.851 0.4 -0.5 1.7 0.033
O -1.638 -0.198 1.262 -2.1 0.2 0.4 0.007
O 0.726 -1.664 1.655 -0.5 -1.4 1.0 0.019
O -2.790 -0.136 -2.592 0.0 0.6 0.6 0.030
O 1.216 1.702 0.450 0.5 1.1 -0.7 0.003
O 2.594 -0.625 1.244 1.1 0.7 0.1 0.008
O 2.205 -0.547 -1.307 2.6 0.8 -1.4 0.240
C -2.639 -0.029 -1.281 1.1 0.7 -0.2 0.080
C -1.232 0.434 -0.927 -0.6 1.4 -1.5 0.146
C -0.947 0.802 0.581 0.0 -1.4 -0.7 0.026
C 1.190 -0.900 -0.595 -3.2 -2.6 -0.5 0.565
C 0.533 0.729 1.115 -1.3 -2.0 1.8 0.045
C 1.253 -0.730 0.879 0.5 3.1 -0.5 0.069
H 2.980 -0.381 -0.720 -0.6 -0.1 -0.3 0.002
H -0.113 2.011 -1.311 -0.6 -0.9 -0.9 0.001
H -2.038 0.228 -3.127 -0.3 0.0 0.4 0.006
H 0.539 0.828 2.285 -0.3 0.2 -2.0 0.007
H -0.191 -1.585 1.434 -1.9 -0.8 0.4 0.000
H 2.784 -1.204 2.001 -0.4 0.1 -0.4 0.001
H 1.857 2.041 1.059 0.8 0.5 0.2 0.000
H -2.547 -0.238 0.814 1.4 -0.4 0.8 0.000
H -1.383 1.819 0.717 0.5 -0.4 0.1 0.011
```
Forces are in eV/Å.

---

[11]
Molecular formula: C6H9P
Method: DFT, the ωB97M-V functional and the def2-TZVPD basis

The calculation puts the largest force on an atom at 5.99 eV Å⁻¹. For the relative energy (zero: lowest compared OMol25 entry of this formula, charge and spin), the calculation gives 1.379 eV. The value obtained for the electronic energy is -15654.368 eV. The calculation puts the HOMO energy at -9.028 eV.

The geometry in XYZ format:
```
16
Properties=species:S:1:pos:R:3:forces:R:3:mulliken_charge:R:1
P -1.776 0.170 0.080 2.2 -2.3 0.4 -0.029
C -0.599 0.310 -1.351 0.2 5.5 2.4 -1.042
C 0.727 -0.110 -0.747 -0.2 2.0 -0.4 0.073
C 0.365 -1.479 -0.335 3.6 -2.8 1.1 -0.448
C -0.484 1.007 1.211 0.0 1.3 -1.6 -0.733
C -0.769 -1.684 0.291 -3.0 2.3 -0.3 -0.403
C 0.918 0.776 0.600 -0.4 -5.6 0.6 -0.748
H 1.617 0.023 -1.439 -1.0 -0.5 0.8 0.349
H 1.594 0.019 1.188 -1.1 1.9 -0.5 0.256
H -1.354 -2.503 0.726 1.0 0.1 -0.2 0.419
H -0.956 -0.233 -2.121 -0.9 -1.8 -2.8 0.524
H -0.699 0.633 2.192 0.3 0.1 0.6 0.381
H -0.648 1.461 -1.570 0.3 -1.9 -0.1 0.313
H -0.562 2.143 1.137 -0.7 -1.4 0.5 0.353
H 1.266 -2.222 -0.346 -1.9 0.9 0.0 0.263
H 1.360 1.689 0.485 1.6 2.1 -0.7 0.474
```
Forces are in eV/Å.

---

[12]
Molecular formula: C6H9PSi
Method: DFT, the ωB97M-V functional and the def2-TZVPD basis

The calculation puts the largest force on an atom at 3.82 eV Å⁻¹. For the relative energy (zero: lowest compared OMol25 entry of this formula, charge and spin), the calculation gives 2.400 eV. The value obtained for the electronic energy is -23530.799 eV. The calculation puts the HOMO energy at -7.617 eV.

The geometry in XYZ format:
```
17
Properties=species:S:1:pos:R:3:forces:R:3:mulliken_charge:R:1
P 1.488 1.400 0.370 1.6 -1.1 -1.5 -0.128
Si 3.577 -0.793 -0.272 -1.3 2.2 -2.9 0.248
C -2.041 -0.434 1.378 0.1 0.2 1.6 -0.582
C -0.847 0.677 -0.930 0.8 0.3 -0.6 -0.185
C -2.680 -0.334 0.175 0.8 0.4 -1.0 -0.231
C -0.163 0.672 0.283 -0.3 -0.2 0.7 0.635
C -0.788 0.207 1.444 0.1 -0.6 -0.4 -0.334
C -2.124 0.224 -0.996 0.1 -0.9 2.9 -0.879
H 4.221 -0.720 0.994 0.4 -0.7 0.9 -0.051
H 1.441 1.584 -1.071 0.5 0.3 0.8 0.002
H -2.766 0.101 -1.792 -0.7 0.4 -2.2 0.399
H 2.733 -1.844 -0.949 0.4 0.0 1.0 -0.039
H -2.558 -0.958 2.261 1.0 1.1 -1.4 0.275
H -0.276 1.048 -1.772 -0.4 -0.1 -0.3 0.184
H -3.641 -0.689 0.026 -1.8 -0.9 0.2 0.386
H -0.196 0.312 2.334 -0.2 -0.3 0.6 0.345
H 4.621 -0.453 -1.484 -1.2 -0.1 1.7 -0.043
```
Forces are in eV/Å.